# 1
This record from OMol25 describes a 12-piece molecular cluster, C40H68F3O36 overall. The level of theory is ωB97M-V/def2-TZVPD.

```
147
Properties=species:S:1:pos:R:3:forces:R:3
C -1.001 -0.756 -0.793 -0.1 -0.9 -0.3
O -1.682 -1.189 0.456 0.3 0.2 0.5
O -1.748 -0.863 -1.802 -1.2 0.3 -1.1
C -0.568 0.702 -0.602 1.2 0.9 -1.3
F 0.488 0.885 0.265 -0.5 -0.1 0.3
F -0.032 1.151 -1.792 0.0 -0.1 0.3
F -1.496 1.635 -0.323 -0.1 -0.4 0.7
C -0.795 -1.571 1.472 0.4 -0.9 -0.2
C -1.511 -2.259 2.612 -0.9 0.4 0.8
H -2.146 -1.524 3.130 0.7 -0.7 0.0
H -2.217 -3.047 2.347 0.3 -0.1 -0.7
H -0.807 -2.683 3.338 0.1 0.1 -0.1
H -0.245 -0.708 1.883 0.1 -0.1 0.0
H -0.060 -2.285 1.063 0.1 0.3 0.0
H -0.063 -1.361 -0.893 0.3 0.2 0.7
C 2.064 -4.043 -2.178 0.3 -1.3 0.1
C 2.544 -4.115 -3.501 -1.1 1.4 -1.0
C 3.099 -5.428 -4.076 0.1 -1.0 0.8
O 3.494 -5.484 -5.241 0.2 0.3 -0.8
C 3.089 -6.567 -3.227 -0.1 0.5 0.0
C 2.669 -6.519 -1.889 -0.2 -0.1 0.4
C 2.191 -5.148 -1.299 0.8 0.9 -0.2
O 2.074 -5.050 -0.061 -0.6 -0.3 0.2
O 2.650 -7.483 -1.099 0.1 -0.3 0.0
O 2.427 -3.142 -4.288 0.5 -0.4 0.4
H 1.569 -3.133 -1.867 0.0 0.1 0.2
H 3.437 -7.497 -3.667 0.0 -0.1 0.2
C -2.171 1.728 -4.093 -0.2 -0.4 0.7
O -1.933 1.603 -5.490 0.4 0.9 -0.9
C -2.461 0.599 -6.168 -0.1 0.7 1.1
O -3.040 -0.330 -5.692 -0.4 -0.7 -0.1
O -2.308 0.842 -7.477 0.4 0.1 0.0
C -2.781 -0.194 -8.297 -0.4 -0.5 -0.6
H -1.765 2.684 -3.768 0.3 0.0 -0.3
H -1.691 0.920 -3.542 -0.3 -0.1 0.1
H -3.240 1.760 -3.873 0.0 -0.3 -0.1
H -2.623 0.124 -9.327 0.0 0.1 0.0
H -3.845 -0.371 -8.126 0.0 0.0 0.0
H -2.265 -1.146 -8.161 0.1 0.1 0.3
C 3.830 -4.016 1.674 0.4 0.3 -0.8
O 4.342 -3.170 2.744 -0.7 0.2 -0.1
C 5.603 -3.268 3.031 0.0 0.1 -0.2
O 6.417 -4.006 2.546 0.5 -0.3 0.0
O 5.872 -2.359 3.986 0.0 0.7 0.5
C 7.210 -2.325 4.422 0.7 -1.2 -0.2
H 4.525 -4.016 0.832 0.2 -0.2 0.2
H 2.935 -3.558 1.266 -0.2 -0.2 0.5
H 3.697 -5.025 2.042 -0.3 0.0 -0.1
H 7.433 -1.422 4.976 -0.4 0.3 -0.1
H 7.895 -2.447 3.579 -0.1 0.3 0.0
H 7.407 -3.198 5.060 0.0 0.2 0.1
C 2.724 -0.373 2.055 -0.5 -0.7 1.0
O 2.820 1.007 1.680 -0.3 -1.0 -0.8
C 3.133 1.819 2.640 0.6 0.5 0.2
O 3.385 1.558 3.786 -0.1 -0.1 0.6
O 3.168 3.048 2.116 0.0 0.1 0.0
C 3.462 4.085 3.016 0.8 0.2 1.0
H 3.641 -0.731 2.515 0.2 0.1 -0.3
H 2.416 -0.986 1.218 0.3 0.4 -0.4
H 1.943 -0.505 2.814 0.0 0.3 0.0
H 4.408 3.891 3.537 0.0 -0.1 -0.1
H 2.713 4.165 3.810 -0.2 0.0 -0.2
H 3.545 5.014 2.465 -0.1 -0.3 0.0
C 1.147 0.371 -4.823 1.4 -0.7 1.7
O 0.972 0.614 -6.203 -0.7 1.0 0.0
C 1.154 -0.393 -7.039 0.2 0.0 0.2
O 1.618 -1.465 -6.814 0.0 -0.3 0.0
O 0.747 0.033 -8.258 -0.3 0.4 -0.2
C 0.904 -0.942 -9.262 0.5 -0.4 -0.2
H 0.354 -0.185 -4.320 -0.2 -0.2 -0.6
H 1.285 1.267 -4.212 -0.4 0.6 -0.9
H 2.093 -0.151 -4.649 -0.3 -0.5 -0.2
H 0.535 -1.909 -8.922 -0.1 0.0 -0.1
H 1.964 -1.060 -9.512 -0.1 -0.1 0.0
H 0.384 -0.603 -10.155 -0.2 0.1 0.1
C 1.531 7.593 2.195 -1.1 -0.3 0.4
O 2.214 6.464 1.678 0.6 0.8 0.1
C 1.441 5.664 0.943 0.0 -0.7 -0.6
O 0.283 5.867 0.712 -0.7 0.2 0.0
O 2.163 4.652 0.522 0.2 0.5 -0.2
C 1.466 3.528 -0.032 -0.2 -0.3 -0.3
H 1.095 8.199 1.402 0.3 0.1 -0.1
H 2.188 8.148 2.853 0.4 0.0 -0.2
H 0.681 7.233 2.789 0.1 0.1 0.0
H 0.778 3.108 0.694 0.0 0.2 0.0
H 2.228 2.794 -0.263 0.0 0.0 0.0
H 0.911 3.786 -0.932 0.1 0.2 0.0
C -2.399 4.580 -0.465 0.3 0.4 -0.2
O -3.549 4.978 -1.235 -0.4 0.3 0.2
C -4.450 4.031 -1.490 0.5 0.8 -0.5
O -4.299 2.863 -1.367 0.0 -1.1 0.4
O -5.563 4.616 -1.975 0.2 0.3 0.1
C -6.634 3.711 -2.149 -0.8 -0.1 0.3
H -1.940 5.502 -0.125 -0.1 0.1 0.0
H -1.671 4.073 -1.092 -0.2 -0.3 0.0
H -2.675 3.978 0.394 -0.1 -0.2 -0.1
H -7.537 4.319 -2.187 0.1 0.1 -0.2
H -6.723 3.052 -1.285 0.1 -0.1 -0.1
H -6.552 3.111 -3.053 0.2 0.0 -0.1
C -2.975 5.757 4.000 -0.9 0.2 -0.4
O -1.962 5.128 3.239 0.1 0.5 0.0
C -1.675 3.880 3.612 -0.1 0.0 0.2
O -2.127 3.330 4.580 -0.1 -0.1 0.3
O -0.826 3.392 2.741 0.8 -0.2 -0.5
C -0.288 2.108 3.055 0.3 -0.8 1.2
H -3.154 6.727 3.536 0.3 0.0 0.0
H -2.739 5.903 5.052 0.2 -0.3 0.0
H -3.906 5.195 3.889 0.1 -0.1 0.3
H -1.111 1.389 3.123 2.3 1.2 1.2
H 0.181 2.057 4.041 0.2 0.5 -0.1
H 0.388 1.762 2.286 0.0 0.4 -0.3
C 3.599 -1.037 -1.422 -0.5 -0.5 -1.4
O 4.528 -0.858 -0.354 0.3 0.6 0.2
C 5.813 -1.055 -0.588 -0.2 -0.8 0.3
O 6.341 -1.481 -1.577 0.0 0.4 -0.2
O 6.479 -0.772 0.561 -0.7 0.4 0.2
C 7.874 -0.784 0.461 0.8 -0.2 -0.2
H 2.636 -0.621 -1.132 0.1 -0.1 0.5
H 3.480 -2.090 -1.691 0.0 0.0 0.3
H 3.857 -0.529 -2.357 0.6 0.1 0.3
H 8.278 -0.325 1.362 -0.2 0.1 0.1
H 8.209 -0.227 -0.417 0.0 0.0 0.0
H 8.271 -1.801 0.397 -0.1 0.0 -0.1
C -2.919 0.706 2.443 -0.4 -0.7 -0.6
O -3.233 -0.057 3.623 -0.3 0.9 0.9
C -4.405 -0.648 3.599 0.2 -0.2 -0.3
O -5.144 -0.703 2.662 -0.7 0.1 -0.2
O -4.616 -1.240 4.795 0.2 0.1 0.3
C -5.805 -1.981 4.909 -0.9 -0.9 0.2
H -1.881 1.007 2.551 -2.4 -1.1 -1.2
H -3.576 1.565 2.381 -0.1 0.1 -0.1
H -2.957 0.049 1.576 -0.3 0.2 -0.2
H -6.527 -1.543 5.606 0.3 0.4 -0.1
H -5.602 -2.982 5.298 0.4 0.1 0.0
H -6.307 -2.127 3.957 0.1 0.3 -0.2
C -3.548 -4.621 4.393 1.1 0.6 0.8
O -4.780 -5.151 3.952 -0.2 -0.2 0.4
C -5.265 -4.549 2.874 -0.6 -0.1 -0.6
O -4.665 -3.917 2.065 0.4 0.4 -0.1
O -6.586 -4.778 2.829 -0.3 -0.4 0.5
C -7.278 -4.131 1.774 0.0 0.3 -0.5
H -3.450 -4.846 5.456 -0.2 -0.3 -0.1
H -3.517 -3.531 4.334 -0.1 -0.1 -0.3
H -2.669 -5.012 3.883 -0.2 -0.1 -0.3
H -8.336 -4.337 1.918 0.0 -0.1 0.1
H -6.968 -4.516 0.802 0.1 0.0 0.1
H -7.100 -3.054 1.794 0.1 -0.1 0.0
```
Forces are in eV/Å.

As for the highest occupied orbital energy: 1.6 eV. As for the net charge: -3. The HOMO-LUMO gap is 2.715 eV. As for the total energy: -4573.120791 Eh. The spin multiplicity is 1. The calculation puts the lowest unoccupied orbital energy at 4.281 eV.

# 2
This record from OMol25 describes a 4-piece molecular cluster, C40H68N2O12Si overall. The level of theory is ωB97M-V/def2-TZVPD.

```
123
Properties=species:S:1:pos:R:3:forces:R:3
C 2.670 -1.287 5.120 -0.4 -0.1 0.3
C 1.527 -0.424 4.614 0.5 -0.7 0.0
N 1.653 -0.118 3.171 -0.5 1.2 0.1
C 2.593 1.068 3.045 0.1 -0.5 -0.2
C 3.837 0.860 2.146 -0.8 -0.6 -0.1
N 3.825 1.209 0.716 -0.6 0.7 1.8
C 2.808 0.545 -0.107 0.9 0.1 -1.4
C 3.514 0.025 -1.368 -0.5 -0.4 0.0
C 2.606 -0.451 -2.501 -0.3 0.3 -0.2
C 1.537 0.573 -2.922 -0.2 -0.2 0.7
C 1.939 -1.803 -2.270 0.4 0.5 -0.6
C 3.897 2.611 0.484 1.8 0.8 -1.2
O 4.759 3.044 -0.255 -1.0 -0.3 0.4
O 3.059 3.502 1.118 0.0 -1.4 -0.1
C 2.256 4.295 0.236 -0.6 0.6 -0.2
C 0.877 3.669 0.000 0.5 0.6 0.5
C -0.307 4.520 0.486 -0.1 -0.9 -0.2
C -1.407 3.571 0.982 0.3 0.5 -1.3
C -2.821 4.017 0.673 -0.1 0.0 1.1
C -3.781 3.022 1.321 0.3 0.1 -0.3
C -3.837 1.685 0.591 -0.2 0.4 -0.2
C -4.113 0.538 1.554 0.0 -0.1 -0.2
Si -4.275 -1.149 0.726 -0.2 0.4 -0.7
C -3.976 -0.920 -1.133 0.4 -0.6 1.0
C -6.009 -1.866 0.875 0.6 0.0 0.0
C -2.959 -2.386 1.292 -2.4 2.0 -0.6
C -2.090 -2.173 2.293 -0.8 1.7 1.5
C -1.164 -3.090 2.609 1.3 1.0 2.1
C -1.120 -4.223 1.918 2.5 -2.4 0.8
C -1.987 -4.471 0.943 -0.4 -2.4 -1.8
C -2.905 -3.560 0.631 -1.7 0.0 -1.7
C 0.301 0.312 2.807 -0.5 0.6 -0.3
C -0.345 -0.211 1.549 0.7 0.1 0.1
O -0.351 1.040 3.526 0.4 -0.2 -0.1
H 2.284 -1.879 5.944 0.1 -0.1 0.3
H 2.989 -2.001 4.374 0.2 0.0 -0.3
H 3.505 -0.720 5.512 0.3 0.1 -0.2
H 1.425 0.469 5.226 -0.1 0.2 0.0
H 0.613 -0.981 4.748 -0.4 -0.2 0.0
H 2.984 1.224 4.046 0.1 0.2 0.2
H 2.019 1.956 2.812 0.0 0.3 -0.2
H 4.038 -0.206 2.190 0.1 -0.3 0.0
H 4.692 1.329 2.619 0.2 0.4 0.0
H 2.357 -0.295 0.395 -0.2 -0.1 0.6
H 2.056 1.256 -0.423 -0.5 0.0 0.2
H 4.180 0.792 -1.750 0.1 0.2 0.0
H 4.111 -0.834 -1.072 0.4 0.0 0.1
H 3.251 -0.591 -3.364 0.3 0.0 -0.1
H 0.575 0.242 -2.538 -0.3 0.1 0.1
H 1.418 0.649 -3.993 0.1 0.1 -0.3
H 1.703 1.553 -2.487 0.2 0.3 -0.2
H 1.295 -1.976 -3.118 -0.3 -0.2 -0.2
H 1.315 -1.848 -1.386 0.0 -0.1 0.4
H 2.693 -2.581 -2.303 0.1 -0.3 0.5
H 2.105 5.248 0.724 0.2 0.2 0.3
H 2.753 4.513 -0.702 0.5 -0.2 0.0
H 0.865 2.758 0.582 0.0 -0.5 0.1
H 0.766 3.422 -1.050 -0.2 -0.2 -0.2
H -0.680 5.094 -0.353 -0.1 0.5 0.0
H -0.008 5.168 1.300 0.1 0.4 0.0
H -1.250 3.350 2.028 -0.1 -0.1 0.4
H -1.256 2.657 0.419 0.0 -0.5 0.1
H -2.982 4.107 -0.398 0.0 0.0 -0.2
H -3.005 4.993 1.122 0.0 0.3 -0.1
H -3.407 2.830 2.324 -0.1 0.1 0.3
H -4.762 3.479 1.416 -0.3 -0.2 0.0
H -4.641 1.755 -0.137 0.4 -0.2 -0.1
H -2.915 1.536 0.035 0.2 -0.2 0.0
H -3.350 0.572 2.331 0.0 -0.1 0.2
H -5.060 0.784 2.031 -0.2 -0.2 0.3
H -4.045 -1.904 -1.583 -0.2 -0.1 -0.4
H -2.936 -0.627 -1.252 0.1 0.4 -0.3
H -4.664 -0.221 -1.583 -0.1 0.2 -0.2
H -6.000 -2.862 0.439 -0.1 -0.2 0.0
H -6.360 -1.930 1.899 -0.1 0.0 0.2
H -6.689 -1.257 0.290 -0.2 0.2 0.0
H -2.132 -1.233 2.818 -0.2 -0.3 0.6
H -0.462 -2.886 3.394 0.3 0.0 0.3
H -0.372 -4.964 2.133 0.3 -0.2 0.2
H -1.969 -5.390 0.391 0.2 -0.4 -0.1
H -3.609 -3.749 -0.157 -0.2 -0.2 -0.4
H -0.201 0.439 0.700 0.4 0.4 -0.3
H -1.410 -0.261 1.734 0.4 0.5 -0.4
H 0.043 -1.196 1.321 0.0 -0.1 -0.2
C -7.475 5.585 -1.879 0.3 0.0 0.2
C -7.671 4.092 -1.955 0.0 0.5 0.0
C -8.933 3.583 -1.301 -0.2 -0.1 -0.1
O -8.562 2.243 -0.945 0.1 0.1 0.0
C -7.219 2.231 -0.767 0.0 0.0 0.0
O -6.606 1.330 -0.293 -0.5 -0.1 -0.1
O -6.665 3.392 -1.199 -0.2 -0.2 0.0
H -6.483 5.857 -2.237 0.0 0.0 -0.1
H -8.220 6.102 -2.483 0.0 0.0 0.0
H -7.550 5.936 -0.849 -0.1 0.0 0.0
H -7.600 3.756 -2.993 0.0 -0.1 0.0
H -9.789 3.581 -1.970 0.0 -0.2 0.0
H -9.189 4.125 -0.388 0.1 0.1 0.0
C 7.254 0.866 -0.140 -0.3 -0.2 0.0
C 8.163 -0.315 -0.358 -0.3 0.5 0.1
C 9.034 -0.227 -1.586 0.2 -0.1 0.0
O 9.251 -1.612 -1.899 -0.2 0.0 0.1
C 8.181 -2.304 -1.424 -0.1 0.0 0.0
O 7.954 -3.443 -1.670 0.0 0.0 0.0
O 7.410 -1.512 -0.637 0.3 -0.1 -0.1
H 6.556 0.666 0.671 0.0 0.0 0.0
H 7.828 1.760 0.104 0.0 0.0 0.0
H 6.653 1.068 -1.026 0.0 0.0 0.0
H 8.762 -0.501 0.538 0.1 -0.1 -0.1
H 9.979 0.279 -1.404 0.1 -0.2 0.0
H 8.530 0.243 -2.434 -0.1 0.0 0.1
C 1.765 -7.551 -2.868 -0.3 -0.2 0.1
C 1.255 -6.346 -3.616 0.2 -0.4 0.3
C 1.631 -5.018 -3.008 0.1 0.2 -0.2
O 0.565 -4.167 -3.459 -0.1 -0.5 0.0
C -0.523 -4.961 -3.649 -0.1 0.0 0.0
O -1.621 -4.560 -3.850 -0.1 0.0 0.0
O -0.180 -6.275 -3.577 0.0 0.3 -0.1
H 1.335 -8.464 -3.278 0.1 0.0 -0.1
H 2.851 -7.614 -2.933 0.0 0.0 0.0
H 1.477 -7.506 -1.817 0.0 0.1 0.0
H 1.558 -6.400 -4.666 0.0 0.1 0.0
H 2.592 -4.649 -3.357 -0.1 0.1 -0.1
H 1.624 -5.028 -1.915 0.0 -0.1 0.0
```
Forces are in eV/Å.

As for the highest occupied orbital energy: -8.9 eV. As for the net charge: 0. The SMILES is CCN(CCN(CCC(C)C)C(=O)OCCCCCCCC[Si](C)(C)c1ccccc1)C(C)=O.C[C@@H]1COC(=O)O1.C[C@@H]1COC(=O)O1.C[C@@H]1COC(=O)O1. The HOMO-LUMO gap is 9.510 eV. As for the total energy: -2866.841859 Eh. The spin multiplicity is 1. The calculation puts the lowest unoccupied orbital energy at 0.578 eV.

> What is the lowest unoccupied orbital energy in the first record?

4.281 eV

> Which of these has the lowest highest occupied orbital energy?

C40H68N2O12Si